A 2-piece molecular cluster, C17H34N3O2 overall, computed with wB97M-V/def2-TZVPD.

Each line ends with the Mulliken charge.
Geometry (Å):
O  -2.9959  1.3584  4.8174  -0.466
O  -2.1694  1.5882  2.7176  -0.300
N  -4.5718  0.1911  2.2068  -0.144
N  -4.4844  1.3264  3.0912  -0.459
N  2.2991  0.3390  -2.6514  0.220
C  4.0236  -0.7003  -4.3069  -0.488
C  3.0877  1.4481  -1.9837  -0.503
C  2.3990  -0.9510  -1.9036  -1.045
C  2.5195  1.8501  -0.6329  -0.723
C  -5.5184  -2.0678  2.1594  -0.956
C  -0.8214  -1.5127  3.5644  -0.309
C  -3.1492  1.4099  3.6408  0.528
C  0.2473  1.1635  -1.4081  -0.393
C  0.8371  0.7557  -2.7457  -0.709
C  -0.9490  0.9423  3.0539  -0.753
C  -1.1391  -3.9949  2.6116  0.025
C  1.0604  2.2642  -0.7465  -0.744
C  -0.8002  -0.4686  2.4169  -0.239
C  2.7816  0.1550  -4.0846  -0.620
C  -5.7482  -0.6195  2.6515  -0.378
C  -1.0279  -2.8751  3.0212  -0.887
C  5.3340  -0.2233  -3.6831  -1.203
H  1.8732  -1.7144  -2.4726  0.379
H  0.6562  2.4894  0.2408  0.374
H  -4.6484  2.2047  2.6010  0.273
H  4.1728  -0.7380  -5.3886  0.425
H  4.1128  1.1114  -1.8669  0.311
H  -6.6441  -0.2394  2.1380  0.296
H  2.6230  1.0301  0.0834  0.287
H  -5.6921  -2.0904  1.0785  0.285
H  0.2916  -0.0870  -3.1692  0.490
H  5.5234  0.8287  -3.9034  0.309
H  1.9474  -0.8424  -0.9237  0.377
H  3.4458  -1.2126  -1.7821  0.355
H  -0.7446  0.8700  4.1261  0.465
H  5.3553  -0.3679  -2.6021  0.295
H  -5.8637  -0.5406  3.7309  0.347
H  -1.6553  -1.2642  4.2283  0.274
H  0.7979  1.5903  -3.4477  0.408
H  -4.8347  0.5664  1.3008  0.239
H  -4.4930  -2.3844  2.3800  0.181
H  -1.1870  -5.0589  2.5655  0.444
H  3.0726  2.3000  -2.6645  0.425
H  0.1562  -0.5372  1.8810  0.125
H  0.1728  0.3024  -0.7391  0.115
H  -6.1954  -2.7464  2.6887  0.342
H  3.1069  2.6787  -0.2361  0.408
H  1.9546  -0.3177  -4.6164  0.378
H  -1.6182  -0.6023  1.7007  0.400
H  3.8320  -1.7327  -4.0078  0.328
H  6.1642  -0.8039  -4.0830  0.421
H  0.1253  -1.4871  4.1115  0.373
H  -0.7757  1.5103  -1.5624  0.408
H  2.9147  1.1528  -4.5030  0.407
H  0.9844  3.1833  -1.3366  0.316
H  -0.1449  1.5704  2.6439  0.290

Computed properties:
Charge   +1
E_HOMO   -0.4099 Eh
ΔE to the lowest compared entry with this formula, charge and spin   0.000 eV
Electronic energy   -982.55337 Ha
Multiplicity   1



C12H21N5O6S as an isolated structure, computed with wB97M-V/def2-TZVPD.

Each line ends with the Mulliken charge.
Geometry (Å):
S  -3.3566  -5.3923  -2.7703  0.108
O  -0.1865  -4.7654  -4.5514  -0.496
O  -2.7644  2.1504  1.3538  -0.673
O  -0.8020  1.0089  -1.6624  -0.615
O  1.6512  3.3034  0.9928  -0.687
O  0.7463  -0.9550  0.6103  -0.623
O  -0.8837  0.6029  -3.8806  -0.501
N  -2.0227  -5.7551  -3.7444  -0.641
N  -1.8569  -1.3889  -0.8114  -0.549
N  -0.6454  1.5029  1.1943  0.142
N  2.1667  2.6160  3.0688  -0.025
N  -2.9485  -3.7802  -2.4650  -0.498
C  0.7106  1.2047  1.6903  0.541
C  3.0177  3.7569  3.4009  -0.926
C  1.5394  2.4772  1.8933  -0.395
C  2.8530  -0.1135  1.1855  -1.522
C  -1.0483  -2.2271  -2.9893  -1.136
C  -1.6775  1.9817  1.8843  0.800
C  -1.1136  0.2771  -2.5874  0.181
C  -1.7913  -1.0860  -2.2675  0.349
C  -1.3028  -4.6820  -3.7873  0.888
C  1.4455  0.2644  0.7187  0.175
C  -1.8024  -3.5366  -3.0395  0.298
C  -1.5095  2.3048  3.3566  -1.138
H  2.0453  1.8970  3.7642  0.274
H  2.4212  4.6716  3.4076  0.290
H  -0.7438  3.0675  3.4756  0.285
H  3.4945  0.7680  1.1925  0.385
H  -1.2444  1.4015  3.9005  0.279
H  -0.9502  -1.2198  -0.3595  0.257
H  -2.4545  2.6898  3.7369  0.331
H  3.2881  -0.8392  0.4978  0.511
H  -0.8418  -1.9348  -4.0228  0.431
H  1.2973  -1.5544  0.1005  0.345
H  -0.0847  -2.3936  -2.5013  0.287
H  -0.4874  1.4884  -3.8482  0.385
H  -2.5703  -0.8137  -0.3582  0.320
H  2.8137  -0.5446  2.1861  0.311
H  0.6280  0.6819  2.6415  0.486
H  3.4767  3.6170  4.3802  0.340
H  -0.1944  -5.6696  -4.9056  0.384
H  3.8012  3.8634  2.6476  0.289
H  1.5132  0.7288  -0.2655  0.212
H  -2.8097  -1.0320  -2.6674  0.529
H  -0.8164  1.3575  0.2045  0.014

Computed properties:
E_HOMO   -0.3342 Eh
ΔE to the lowest compared entry with this formula, charge and spin   0.000 eV
Electronic energy   -1593.32573 Ha
Multiplicity   1



One molecule with the formula C4H7NO3, computed with wB97M-V/def2-TZVPD.

Each line ends with the Mulliken charge.
Geometry (Å):
O  -1.5311  0.8988  1.9577  -0.569
O  0.7622  0.4425  1.9009  -0.493
O  -1.9950  -0.6376  0.1257  -0.713
N  1.2800  0.8891  -0.7068  -0.777
C  0.2487  -1.4089  -0.4323  -0.668
C  0.1980  -0.0628  -1.1193  -0.154
C  -0.6984  -0.3947  0.0789  0.336
C  -0.5317  0.4474  1.3206  0.629
H  -2.1650  -0.2461  1.1540  0.419
H  1.1986  0.6531  0.9699  0.496
H  1.9416  0.8955  -1.7574  0.339
H  -0.0394  -2.3337  -1.0681  0.283
H  -0.6074  0.2579  -2.0092  0.274
H  0.7706  1.9531  -0.5572  0.322
H  1.1684  -1.3535  0.1426  0.278

Computed properties:
E_HOMO   -0.3397 Eh
ΔE to the lowest compared entry with this formula, charge and spin   5.558 eV
Electronic energy   -436.93915 Ha
SMILES string   N[C@H]1C[C@@]1(O)C(=O)O
Multiplicity   1



C22H16BrF6N2O17S as an isolated structure, computed with wB97M-V/def2-TZVPD.

Each line ends with the Mulliken charge.
Geometry (Å):
Br  -2.0959  5.8764  -2.2955  -0.097
S  2.0469  8.3105  -2.4995  0.132
F  -4.6860  -1.5470  -1.3716  -0.245
F  0.7927  -6.6870  0.4311  -0.344
F  1.3291  3.7148  1.5585  -0.256
F  -5.2891  -4.8489  -3.5900  -0.314
F  6.2478  2.5852  1.8655  -0.313
F  1.6165  0.1620  0.6820  -0.297
O  0.8996  0.3795  4.0367  -0.330
O  -3.3745  -5.2017  -2.4580  -0.297
O  4.5413  2.2883  -1.0981  -0.322
O  5.2224  3.8869  0.3407  -0.341
O  2.6330  -0.7812  4.8970  -0.582
O  -6.8796  -1.5578  2.4802  -0.528
O  2.3609  -0.6380  2.6566  -0.361
O  -0.6912  -2.6646  1.5259  -0.637
O  4.2863  4.4636  -1.6352  -0.513
O  -2.4356  3.3621  -0.5250  -0.671
O  -0.3212  -4.7677  0.7995  -0.322
O  -1.9090  -4.4034  -3.9710  -0.312
O  -6.0525  -1.2604  0.3987  -0.301
O  -1.1557  -5.4393  -2.1140  -0.516
O  -1.2993  2.9321  1.3225  -0.699
O  1.4209  -3.4267  1.2832  -0.236
O  -4.7614  -2.1728  2.0063  -0.311
N  2.9237  7.5465  -1.2711  -0.687
N  0.5540  7.5573  -2.5843  -0.536
C  -1.4419  3.6129  0.1854  0.474
C  -2.0605  -5.0537  -2.7855  0.639
C  -5.9841  -1.6564  1.7036  0.632
C  0.8312  -5.3484  0.2221  0.351
C  2.1473  5.5449  0.2393  -0.744
C  5.2055  1.6334  -0.0231  -0.399
C  -4.0814  -4.3074  -3.2983  0.622
C  -3.2133  -4.2339  -4.5179  -0.475
C  0.0664  -3.5394  1.2331  0.652
C  -0.4600  5.6471  -1.2497  -0.545
C  1.9520  -4.7152  0.9888  -0.507
C  -0.3140  4.6362  -0.1882  0.506
C  4.6508  3.6263  -0.8714  0.718
C  1.0370  4.6309  0.5487  0.244
C  2.0159  6.5804  -0.8420  0.436
C  0.5549  0.7584  2.7001  -0.056
C  -4.0296  -2.2404  0.7865  -0.098
C  5.1591  2.6698  1.0597  0.526
C  2.0210  -0.3803  3.9530  0.609
C  1.2112  -0.3132  1.8903  1.403
C  0.6839  6.5922  -1.5772  0.976
C  -4.7136  -1.2051  -0.0540  0.194
H  2.8680  -4.6388  0.4038  0.272
H  0.8469  -5.1423  -0.8498  0.333
H  -3.4168  -5.0395  -5.2279  0.277
H  -4.3237  -0.1918  0.0723  0.376
H  6.2270  1.3857  -0.3238  0.275
H  -2.9755  -2.0165  0.9467  0.092
H  4.6890  0.7151  0.2562  0.207
H  3.1086  5.4627  0.8151  0.426
H  2.1736  -5.2400  1.9214  0.294
H  -4.2195  -3.3530  -2.7850  0.090
H  0.9560  1.7508  2.4892  0.012
H  -0.5251  0.7831  2.5625  0.348
H  4.2491  2.6479  1.6651  0.178
H  -3.3013  -3.2792  -5.0356  0.299
H  -4.1154  -3.2471  0.3675  0.185
H  0.5971  -1.2048  1.7482  -0.586

Computed properties:
Charge   -1
E_HOMO   -0.1847 Eh
Electronic energy   -5808.01576 Ha
Multiplicity   1



> What is the formula in the second record?

C12H21N5O6S



> What is the multiplicity in the first record?

1